DFT (wB97M-V/def2-TZVPD) results for a structure of composition C7H18BNO at a distorted geometry.

total charge = 0
Kohn-Sham gap = 9.41 eV
maximum force = 5.53 eV/A
energy = -432.21032 a.u.

Geometry as XYZ:
```
28
Properties=species:S:1:pos:R:3:nbo_charge:R:1
B -0.994 -0.362 -0.176 1.246
C -2.058 -2.636 0.381 -0.596
C 2.696 2.613 -0.465 -0.596
C 1.210 -1.614 0.572 -0.619
C -1.605 -1.671 -0.714 -0.925
C 1.817 1.328 -0.489 -0.402
C 1.132 0.998 0.801 -0.384
C 0.300 -0.298 0.740 -0.679
N -2.839 1.417 -1.013 -0.528
O -1.683 1.393 -0.252 -0.611
H -2.462 -2.202 1.312 0.208
H -2.899 -3.287 0.199 0.222
H -1.312 -3.242 0.894 0.206
H 2.771 2.975 -1.436 0.208
H 3.632 2.438 0.081 0.202
H 2.242 3.469 0.174 0.194
H 0.655 -2.461 0.887 0.207
H 2.123 -1.407 1.229 0.218
H 1.309 -1.980 -0.516 0.211
H -0.987 -2.343 -1.306 0.260
H -2.480 -1.421 -1.182 0.254
H 2.489 0.602 -0.634 0.191
H 1.131 1.394 -1.359 0.201
H 0.382 1.842 0.967 0.232
H 1.827 0.746 1.636 0.197
H -0.131 -0.395 1.736 0.250
H -3.596 1.878 -0.395 0.314
H -2.670 2.226 -1.672 0.320
```